# 1
The following is a quantum chemistry calculation of C37H37ClHfIN4O5 as an isolated structure at a distorted geometry, from the OMol25 dataset.

Total charge: +1
LUMO in eV: -4.22

Structure (XYZ):
```
86
C37H37ClHfIN4O5 (ωB97M-V/def2-TZVPD)
Hf 11.24279 10.05712 11.48528
O 9.13458 7.63364 14.54668
C 9.49880 8.59835 13.76882
O 10.45922 8.45825 12.96634
C 8.82036 9.92420 13.79670
C 7.68868 10.34094 14.49098
C 7.21553 11.63098 14.20256
C 7.83276 12.41900 13.24459
C 8.98604 11.93620 12.64043
N 9.40204 10.68993 12.86403
C 9.86797 12.70764 11.70619
O 9.54062 13.75715 11.19765
O 11.00763 12.05930 11.45218
H 9.82064 6.95707 14.52998
H 7.19328 9.72378 15.18551
H 6.30622 12.00740 14.67292
H 7.52425 13.40435 13.02274
Cl 7.51666 6.13542 6.57336
C 8.25391 7.30252 7.62388
C 7.93723 8.62212 7.43723
C 8.48484 9.64396 8.19239
I 7.88683 11.58647 7.82179
C 9.39204 9.35973 9.16292
O 9.83595 10.21679 10.03959
C 9.75680 8.03036 9.37404
N 10.71422 7.84140 10.37250
C 10.96906 6.62773 10.74445
C 10.46629 5.47226 10.07388
C 9.61968 5.61433 9.01949
C 9.23392 6.96856 8.61570
H 7.12312 8.93228 6.72500
H 11.52772 6.53602 11.68732
H 10.71138 4.52463 10.47678
H 9.19528 4.82785 8.42296
C 13.94679 7.38177 12.32600
C 13.86893 7.33135 13.89572
C 15.23915 7.40568 14.53776
C 12.94950 8.23670 14.70284
C 12.59607 7.61294 15.88275
C 11.95834 8.23486 16.89526
C 11.73154 9.62387 16.75377
C 11.96491 10.30280 15.58430
C 11.66799 11.77755 15.76122
C 10.19392 11.92274 16.05282
C 12.05327 12.77818 14.64559
C 12.54936 9.58118 14.49832
N 12.74352 10.20774 13.27325
C 13.85684 10.65682 12.80214
C 14.13866 10.96797 11.48114
C 15.22216 11.59669 10.89760
C 15.00392 11.62668 9.53701
C 13.78284 10.96876 9.29518
N 13.24382 10.60450 10.48367
C 13.18636 10.85547 7.89116
C 11.99983 11.82759 7.77131
C 14.27532 11.26525 6.86768
C 12.65050 9.46158 7.55013
H 13.94352 6.35043 11.88966
H 14.81114 7.87279 11.89774
H 13.01995 7.75037 11.89627
H 13.42789 6.37204 14.02968
H 15.73110 8.42588 14.40726
H 15.99398 6.70976 14.11636
H 15.15125 7.25681 15.66410
H 12.93108 6.55436 16.00908
H 11.70905 7.62421 17.77522
H 11.34666 10.17516 17.62536
H 12.17862 12.13480 16.65684
H 9.60015 11.73101 15.13831
H 9.94330 12.95903 16.34347
H 9.79662 11.28427 16.79078
H 11.47767 12.65257 13.71577
H 13.05438 12.63082 14.30060
H 11.91259 13.83675 14.98064
H 14.77449 10.63491 13.44679
H 16.12156 11.92113 11.35572
H 15.69971 12.07046 8.82268
H 12.37596 12.76733 7.53759
H 11.40699 11.95575 8.65138
H 11.33507 11.51355 6.93537
H 14.73861 12.23382 7.14627
H 13.80281 11.49835 5.86284
H 15.09911 10.54554 6.78926
H 11.98358 9.21121 8.39472
H 13.48871 8.76534 7.42160
H 12.04743 9.45036 6.63104
```

Atom charges from the Löwdin analysis, given in e for atoms 1 to 2: 1.845 0.229



# 2
The following is a quantum chemistry calculation of one molecule with the formula C2H7N3O at a distorted geometry, from the OMol25 dataset.

LUMO (alpha / beta) in eV: 0.57 / 0.57
Relative energy (zero: lowest compared OMol25 entry of this formula, charge and spin) in kJ/mol: 515.03
SMILES: CC/N=[N+](/N)[O-]

Structure (XYZ):
```
13
C2H7N3O (ωB97M-V/def2-TZVPD)
C -1.76265 0.07742 0.04332
C -0.30316 0.71170 -0.26103
N 0.64466 -0.40486 -0.15957
N 1.99780 0.11072 0.00604
N 2.87398 -0.90772 -0.06805
O 2.29534 1.30603 0.07961
H -2.53822 0.69711 -0.28352
H -1.73082 -0.82978 -0.54771
H -1.93484 -0.22221 1.00939
H 0.03930 1.53190 0.36086
H -0.23315 1.09802 -1.22439
H 2.63816 -1.82278 -0.40783
H 3.86973 -0.75248 -0.10428
```

Atom charges from the Löwdin analysis, given in e for atoms 1 to 2: -0.054 -0.260



# 3
The following is a quantum chemistry calculation of one molecule with the formula C4H8N2O, from the OMol25 dataset.

LUMO in eV: 0.95
Relative energy (zero: lowest compared OMol25 entry of this formula, charge and spin) in kJ/mol: 112.56
SMILES: [H]/N=C1\OCC[C@@H]1N

Structure (XYZ):
```
15
C4H8N2O (ωB97M-V/def2-TZVPD)
H 0.01586 2.69122 1.34773
N -0.54952 1.84376 1.30587
C 0.04806 0.94926 0.64560
O 1.27220 1.08299 0.09157
C 1.61323 -0.05640 -0.70795
C 0.38149 -0.97721 -0.72975
C -0.53785 -0.42194 0.36833
N -1.92477 -0.26827 -0.04605
H 1.88298 0.30875 -1.70197
H 2.49370 -0.52902 -0.26411
H -0.14629 -0.90969 -1.68376
H 0.66308 -2.01993 -0.56119
H -0.42509 -1.01461 1.29126
H -2.44037 -1.12910 0.10566
H -2.34671 0.45018 0.53875
```

Atom charges from the Löwdin analysis, given in e for atoms 1 to 2: 0.064 0.158



# 4
The following is a quantum chemistry calculation of C9H8N3O3 as an isolated structure at a distorted geometry, from the OMol25 dataset.

Total charge: +1
LUMO in eV: -4.89
Relative energy (zero: lowest compared OMol25 entry of this formula, charge and spin) in kJ/mol: 0.00

Structure (XYZ):
```
23
C9H8N3O3 (ωB97M-V/def2-TZVPD)
C -1.36550 -0.11313 1.63923
C 3.19102 -0.95242 -0.25341
C 2.62108 -1.02489 1.01478
C 2.38019 -0.61523 -1.32607
C 1.28375 -0.75464 1.17600
C 1.03816 -0.36608 -1.11825
C -1.20739 1.60093 -0.49180
C -2.48962 2.05062 -0.01452
C -0.88352 -0.14613 0.29548
N -1.79237 -0.05054 2.69737
N 0.50909 -0.42800 0.11913
N -1.76145 -1.02967 -0.55657
O -2.93881 -0.85155 -0.42411
O -0.32332 1.94311 -1.16627
O -1.20063 -1.78423 -1.30025
H 4.23974 -1.16206 -0.39576
H 3.21387 -1.29712 1.87367
H 2.77565 -0.54783 -2.32712
H 0.80458 -0.80331 2.14299
H 0.39833 -0.13703 -1.95471
H -3.27159 1.32431 -0.26335
H -2.49036 2.12077 1.07649
H -2.73090 3.02412 -0.44298
```

Atom charges from the Löwdin analysis, given in e for atoms 1 to 2: -0.174 0.021



# 5
The following is a quantum chemistry calculation of one molecule with the formula C5H7NO, from the OMol25 dataset.

LUMO in eV: 0.91
Relative energy (zero: lowest compared OMol25 entry of this formula, charge and spin) in kJ/mol: 212.20
SMILES: [H]/N=C/[C@@H]1C(=O)[C@H]1C

Structure (XYZ):
```
14
C5H7NO (ωB97M-V/def2-TZVPD)
H 3.13880 -0.13231 -1.27713
N 2.13332 -0.14439 -1.10727
C 1.88470 -0.03238 0.13481
C 0.49122 -0.07685 0.64687
C -0.34751 -1.25916 0.27165
O -0.55871 -2.42031 0.46638
C -0.67250 -0.00340 -0.39144
C -1.94167 0.74155 -0.03517
H 2.66165 0.07233 0.90316
H 0.31704 0.36319 1.62866
H -0.29763 0.10111 -1.41151
H -1.80383 1.82190 -0.14581
H -2.23907 0.54051 0.99997
H -2.76581 0.42821 -0.68318
```

Atom charges from the Löwdin analysis, given in e for atoms 1 to 2: 0.051 0.101



# 6
The following is a quantum chemistry calculation of a 16-piece molecular cluster, C40H119N7O19 overall at a distorted geometry, from the OMol25 dataset.

LUMO in eV: 0.51

Structure (XYZ):
```
185
C40H119N7O19 (ωB97M-V/def2-TZVPD)
C 0.49520 6.92451 -4.10790
C -0.10543 6.26288 -2.83027
O -0.06187 4.86631 -2.75883
O -0.39802 6.89858 -5.34276
H 1.46703 6.53865 -4.39194
H 0.58579 8.00378 -3.85553
H -1.14772 6.60951 -2.77064
H 0.41003 6.74023 -2.00838
H -0.58508 4.52509 -3.48596
H -0.60329 5.92769 -5.51498
C -6.03637 4.53274 -1.41997
C -5.28909 5.64205 -0.69238
O -4.50623 5.10668 0.42754
O -5.30182 3.54410 -2.20265
H -6.69162 4.98146 -2.16779
H -6.69850 4.09058 -0.65055
H -6.05575 6.34165 -0.25289
H -4.58201 6.23151 -1.29984
H -3.99902 5.83104 0.76403
H -4.81345 2.98957 -1.53815
C -4.64049 0.57319 -4.10671
C -3.47125 1.15050 -3.41321
O -2.32533 1.45382 -4.24799
O -4.31513 -0.41880 -5.06653
H -5.20400 1.25236 -4.69532
H -5.35680 0.17803 -3.39297
H -3.13999 0.36718 -2.68712
H -3.78458 2.04963 -2.85018
H -2.33429 0.64572 -4.75281
H -3.83435 -1.16268 -4.67461
C 1.01313 -5.46169 0.34226
C 1.92599 -5.07181 1.48581
C 2.96522 -6.17335 1.64822
O 2.28817 -7.36062 2.03141
C 3.10592 -8.44557 2.36983
N 2.62878 -3.83722 1.09504
H 0.45678 -6.35510 0.53947
H 1.71674 -5.53907 -0.55241
H 0.26084 -4.73208 0.11722
H 1.41195 -4.87360 2.46042
H 3.71595 -5.95005 2.35331
H 3.44686 -6.23276 0.73516
H 3.29193 -8.39472 3.46399
H 4.13160 -8.58665 1.96412
H 2.53037 -9.36751 2.14453
H 1.99144 -3.05531 0.92751
H 3.26989 -3.52499 1.77052
C -5.02530 0.26454 0.96005
C -4.23525 1.57965 1.29907
C -2.99576 1.25553 2.07607
O -3.18823 0.48984 3.29177
C -4.14658 1.06753 4.17317
N -3.83805 2.21402 0.05204
H -6.01593 0.42658 0.45326
H -5.24022 -0.37536 1.85132
H -4.49384 -0.39225 0.26159
H -4.92261 2.21153 1.82608
H -2.40784 2.10206 2.26800
H -2.36423 0.77391 1.36609
H -4.05080 2.16923 4.23828
H -4.01758 0.65220 5.22690
H -5.17721 0.71773 3.93876
H -3.81965 3.22015 0.15114
H -2.95510 1.83128 -0.27906
C 3.76490 4.10444 -2.02415
C 3.15925 3.87396 -3.41063
C 4.15701 3.08342 -4.28588
O 5.49145 3.59391 -4.25869
C 5.63067 4.89125 -4.84003
N 1.98310 2.91629 -3.23314
H 4.75878 4.49279 -1.89283
H 3.77368 3.13870 -1.47153
H 3.10383 4.68434 -1.35390
H 2.87658 4.85281 -3.80138
H 3.70948 2.95098 -5.28192
H 4.16501 2.06962 -3.88226
H 5.15303 5.62059 -4.23391
H 5.29971 4.86572 -5.87023
H 6.73155 5.20734 -4.87904
H 1.50438 3.21809 -2.36810
H 1.38322 2.88516 -4.09306
C 6.39768 -3.86333 3.28533
C 5.84900 -3.49543 4.61814
C 4.53312 -2.66988 4.45469
O 4.82861 -1.41890 3.89888
C 3.63923 -0.83635 3.45032
N 5.52920 -4.66865 5.48079
H 6.38850 -2.99481 2.66568
H 5.79860 -4.65393 2.80458
H 7.44145 -4.11459 3.21753
H 6.61654 -2.82506 5.08940
H 3.92003 -2.50515 5.33311
H 3.87527 -3.24864 3.78048
H 2.93955 -0.46755 4.17960
H 3.10915 -1.54548 2.79092
H 3.92120 0.01047 2.82080
H 6.21948 -5.43025 5.54558
H 5.21215 -4.37541 6.39190
C -2.25312 -3.50781 -1.52626
C -2.15067 -2.64905 -2.77795
C -1.03419 -3.10564 -3.71839
O 0.08476 -3.56158 -3.02196
C 1.29706 -3.76121 -3.72505
N -3.33722 -2.62393 -3.55791
H -2.36438 -4.53584 -1.85223
H -3.23457 -3.27537 -1.02793
H -1.35105 -3.34128 -0.86725
H -2.00241 -1.58134 -2.48783
H -0.74702 -2.21833 -4.31765
H -1.37910 -3.85125 -4.42078
H 1.89393 -2.81871 -3.79707
H 1.06118 -4.15796 -4.70194
H 1.85250 -4.40634 -3.07349
H -4.12058 -2.28193 -2.98581
H -3.63713 -3.52646 -3.91483
C -0.25805 -1.23666 1.81346
C 0.08493 -1.33873 0.29875
C -0.62547 -0.24087 -0.51593
O -0.19116 1.04195 -0.02849
C -0.56209 2.03654 -0.97820
N 1.48936 -1.24850 0.08618
H 0.18291 -2.10363 2.31950
H -1.36300 -1.16619 1.99705
H 0.16043 -0.31281 2.24405
H -0.28276 -2.27941 -0.19746
H -1.71549 -0.35834 -0.44348
H -0.37812 -0.19060 -1.60193
H -1.55884 1.88754 -1.33968
H 0.17923 1.84112 -1.79251
H -0.43190 3.00162 -0.53675
H 1.66009 -1.15882 -0.92178
H 1.84406 -0.37479 0.38728
C -2.31075 -4.55798 1.87477
C -2.84104 -4.01059 3.20709
C -1.86287 -4.07936 4.44055
O -0.80749 -3.20296 4.22638
C 0.28991 -3.25871 5.07439
N -3.38749 -2.68696 3.06794
H -1.70398 -5.42331 2.07460
H -1.57609 -3.78456 1.45419
H -3.14434 -4.70280 1.16061
H -3.66046 -4.70958 3.50417
H -1.46911 -5.05630 4.50352
H -2.29687 -3.76194 5.37563
H 0.73420 -4.20166 5.06579
H 0.08280 -3.06037 6.14638
H 1.02935 -2.50092 4.84237
H -2.59263 -2.10649 2.98313
H -3.99372 -2.37145 3.81512
C -1.18307 6.57946 1.63284
O -2.43069 7.15003 1.51352
H -1.04758 5.71472 0.94408
H -0.39143 7.33486 1.32498
H -0.91057 6.21254 2.66264
H -2.73829 7.50733 2.37598
C 0.48549 3.31402 2.28452
O -0.51357 3.73699 3.23479
H 1.45765 3.56634 2.64386
H 0.35847 2.29543 1.96784
H 0.21365 3.84549 1.39299
H -0.50585 3.17745 4.05595
C -0.21891 0.59815 5.80346
O -0.92847 1.51275 4.98434
H -0.94742 0.24867 6.53584
H 0.14816 -0.28136 5.33326
H 0.60206 1.08261 6.32852
H -1.66364 1.11124 4.51901
C 3.59069 -0.06498 -2.10513
O 2.49965 0.07312 -2.98809
H 3.80078 -1.15375 -2.08029
H 4.47158 0.39295 -2.62862
H 3.33665 0.38437 -1.16348
H 2.30627 1.02912 -3.03987
C 5.15163 -3.92053 -1.34680
O 3.75183 -3.79545 -1.46438
H 5.44496 -4.33274 -0.40545
H 5.47870 -4.56483 -2.14973
H 5.75591 -3.00159 -1.48256
H 3.35348 -3.63137 -0.57614
C -3.24289 4.48598 -5.13969
O -1.91580 4.09505 -5.04962
H -3.72103 4.28043 -4.17327
H -3.26790 5.55850 -5.34436
H -3.76604 3.94312 -5.93135
H -1.91428 3.12634 -4.99265
```

Atom charges from the Löwdin analysis, given in e for atoms 1 to 2: -0.161 -0.246



| no. | energy (eV) |
| --- | --- |
| 1 | -77097.2332 |
| 2 | -8700.9391 |
| 3 | -9305.2266 |
| 4 | -20064.0065 |
| 5 | -8834.0036 |
| 6 | -92734.2383 |